Entry from the OMol25 dataset: 18 unconnected molecules or ions with the total composition C76H128BF6N20O20P (the ωB97M-V functional and the def2-TZVPD basis).

Electronic energy, Ha: -6537.413461
Multiplicity: 1
Charge: +2
HOMO level, eV: -5.82

Positions of all 252 atoms, in Å:
O 1.56 1.60 -2.50
C 0.97 1.18 -1.50
O 1.16 0.13 -0.77
B 0.14 0.01 0.27
O -0.58 1.32 0.15
C -0.12 2.05 -0.88
O -0.57 3.08 -1.32
O 0.66 -0.26 1.57
C 0.33 -1.43 2.08
O 0.71 -1.94 3.12
C -0.63 -2.08 1.08
O -0.76 -1.22 0.08
O -1.25 -3.13 1.26
C -3.46 0.47 2.19
C -2.98 1.28 3.47
N -1.67 0.85 4.07
C -1.47 -0.34 4.68
C -0.18 -0.29 5.22
N 0.41 0.94 4.82
C -0.53 1.63 4.10
C 1.78 1.29 4.98
H -4.48 0.76 1.97
H -3.35 -0.60 2.42
H -2.72 0.69 1.42
H -3.76 1.38 4.22
H -2.93 2.31 3.11
H -2.27 -1.05 4.76
H 0.47 -1.02 5.69
H -0.42 2.68 3.87
H 2.12 1.92 4.16
H 2.39 0.39 5.03
H 1.93 1.76 5.96
C 0.55 4.99 1.77
C 0.29 5.81 3.06
N 0.72 7.20 2.89
C -0.07 8.21 2.29
C 0.59 9.43 2.34
N 1.78 9.23 2.93
C 1.91 7.88 3.28
C 2.77 10.26 3.14
H -0.13 5.24 0.96
H 0.45 3.91 1.93
H 1.62 4.91 1.54
H 0.83 5.55 3.97
H -0.76 5.67 3.31
H -1.00 7.89 1.86
H 0.32 10.37 1.89
H 2.74 7.34 3.71
H 3.73 9.98 2.70
H 2.97 10.38 4.20
H 2.30 11.16 2.75
C 0.59 -6.11 2.30
C 1.10 -6.37 0.86
N 1.71 -5.22 0.35
C 1.75 -4.90 -0.98
C 2.47 -3.82 -1.17
N 2.76 -3.24 0.05
C 2.33 -4.18 0.99
C 3.55 -2.06 0.30
H 1.43 -5.93 2.98
H 0.04 -6.90 2.80
H 0.00 -5.20 2.26
H 0.23 -6.49 0.22
H 1.69 -7.29 0.86
H 1.29 -5.62 -1.65
H 2.84 -3.28 -2.03
H 2.41 -4.05 2.06
H 4.61 -2.31 0.36
H 3.25 -1.67 1.27
H 3.36 -1.32 -0.48
C -8.82 -5.07 1.63
C -8.21 -3.70 1.96
N -6.79 -3.76 2.15
C -5.89 -2.75 2.48
C -4.65 -3.29 2.68
N -4.73 -4.66 2.58
C -6.01 -4.97 2.32
C -3.57 -5.50 2.72
H -9.90 -5.00 1.51
H -8.74 -5.74 2.49
H -8.57 -5.54 0.68
H -8.61 -3.35 2.91
H -8.41 -2.91 1.24
H -6.20 -1.73 2.64
H -3.76 -2.81 3.04
H -6.40 -5.97 2.20
H -3.51 -5.95 3.71
H -2.56 -5.20 2.45
H -3.62 -6.35 2.04
C -7.59 0.60 0.28
C -7.02 1.78 -0.56
N -6.01 2.55 0.07
C -5.98 2.98 1.36
C -4.79 3.65 1.63
N -4.17 3.73 0.41
C -4.90 3.09 -0.56
C -2.99 4.56 0.17
H -7.94 0.85 1.28
H -6.87 -0.17 0.57
H -8.42 0.13 -0.24
H -7.87 2.46 -0.67
H -6.75 1.38 -1.54
H -6.74 2.56 2.01
H -4.31 3.96 2.54
H -4.72 3.04 -1.62
H -2.57 4.53 -0.83
H -2.27 4.30 0.94
H -3.32 5.56 0.46
C 0.69 -6.38 7.52
C 2.03 -5.76 6.91
N 3.09 -5.80 7.84
C 3.54 -6.90 8.58
C 4.68 -6.48 9.28
N 4.93 -5.14 8.89
C 3.99 -4.81 8.01
C 6.04 -4.22 9.27
H 1.08 -7.29 7.98
H -0.11 -6.72 6.86
H 0.18 -5.80 8.29
H 2.00 -4.71 6.60
H 2.30 -6.22 5.96
H 3.02 -7.84 8.62
H 5.34 -7.07 9.91
H 3.93 -3.85 7.51
H 6.72 -4.15 8.42
H 6.56 -4.60 10.15
H 5.53 -3.27 9.44
C 1.13 6.37 -2.09
C 0.90 5.53 -3.28
N 2.11 5.40 -4.15
C 2.81 4.27 -4.35
C 3.83 4.62 -5.23
N 3.70 5.97 -5.53
C 2.57 6.41 -4.90
C 4.46 6.71 -6.46
H 1.86 5.96 -1.41
H 0.14 6.53 -1.66
H 1.62 7.31 -2.37
H 0.08 5.96 -3.86
H 0.60 4.57 -2.87
H 2.62 3.27 -3.98
H 4.59 4.03 -5.70
H 2.28 7.45 -4.91
H 3.92 7.18 -7.28
H 5.14 6.09 -7.06
H 4.95 7.50 -5.90
C -4.43 -0.58 -0.86
C -4.71 -1.63 -1.95
N -4.52 -3.00 -1.52
C -3.32 -3.75 -1.43
C -3.67 -5.10 -1.21
N -5.08 -5.18 -1.05
C -5.55 -3.87 -1.23
C -5.82 -6.43 -0.92
H -3.39 -0.62 -0.53
H -5.02 -0.77 0.04
H -4.50 0.43 -1.28
H -4.14 -1.37 -2.84
H -5.73 -1.53 -2.32
H -2.37 -3.23 -1.54
H -3.05 -5.99 -1.12
H -6.59 -3.60 -1.18
H -6.48 -6.53 -1.78
H -6.34 -6.45 0.03
H -5.09 -7.24 -0.90
C -1.52 0.45 -4.92
C -2.14 1.24 -6.09
N -1.49 2.47 -6.28
C -1.90 3.66 -5.74
C -1.07 4.69 -6.19
N -0.11 4.08 -7.04
C -0.37 2.76 -7.07
C 0.77 4.88 -7.85
H -1.81 -0.60 -4.98
H -1.91 0.88 -3.99
H -0.44 0.36 -5.03
H -3.20 1.47 -6.08
H -1.92 0.66 -6.99
H -2.80 3.71 -5.16
H -0.97 5.75 -6.00
H 0.13 2.07 -7.73
H 0.14 5.52 -8.46
H 1.32 4.26 -8.55
H 1.57 5.40 -7.32
C 3.51 0.87 -5.55
C 2.79 -0.51 -5.64
N 3.02 -1.21 -6.88
C 2.13 -1.82 -7.71
C 2.69 -2.57 -8.67
N 4.03 -2.31 -8.60
C 4.26 -1.56 -7.44
C 5.05 -2.97 -9.28
H 4.58 0.82 -5.73
H 3.31 1.29 -4.56
H 3.09 1.54 -6.30
H 1.72 -0.33 -5.57
H 3.11 -1.12 -4.80
H 1.09 -1.70 -7.43
H 2.19 -3.32 -9.26
H 5.17 -1.13 -7.06
H 5.77 -2.27 -9.70
H 4.65 -3.67 -10.02
H 5.54 -3.66 -8.60
C 4.90 2.84 -1.80
C 5.23 3.46 -0.52
O 4.39 3.72 0.40
O 6.34 3.95 -0.19
H 4.06 2.18 -1.58
H 5.75 2.33 -2.26
H 4.55 3.65 -2.44
C 0.01 -1.93 -2.78
C -0.32 -3.01 -3.88
O -0.07 -2.76 -5.10
O -0.87 -4.09 -3.48
H -0.89 -1.34 -2.62
H 0.90 -1.32 -2.96
H 0.31 -2.46 -1.87
C 5.94 -0.88 -3.22
C 5.77 -2.28 -2.74
O 4.93 -2.96 -3.37
O 6.41 -2.78 -1.85
H 6.93 -0.46 -3.06
H 5.16 -0.22 -2.84
H 5.63 -0.75 -4.25
C -1.06 -4.15 5.12
C -2.37 -3.99 5.88
O -3.15 -3.15 5.44
O -2.76 -4.84 6.73
H -0.86 -5.19 4.85
H -0.25 -3.90 5.81
H -1.11 -3.55 4.21
C 4.93 -3.08 5.19
C 4.41 -3.96 4.01
O 3.74 -4.95 4.23
O 4.81 -3.68 2.80
H 5.51 -2.28 4.74
H 5.64 -3.59 5.85
H 4.10 -2.60 5.70
C 4.95 0.40 3.35
C 6.11 1.31 3.23
O 7.13 1.13 3.88
O 5.97 2.34 2.47
H 4.26 0.41 2.51
H 4.49 0.59 4.33
H 5.36 -0.60 3.47
P -3.63 6.49 -2.90
F -4.36 7.94 -2.68
F -4.47 6.17 -4.25
F -2.48 7.19 -3.88
F -2.93 5.04 -3.07
F -2.69 6.97 -1.61
F -4.71 5.73 -1.92

Here are the Löwdin charges for atoms 1 to 99, given in e:
1 O 0.1004
2 C -0.3651
3 O 0.2542
4 B -0.8661
5 O 0.1832
6 C -0.3553
7 O 0.1212
8 O 0.2491
9 C -0.3647
10 O 0.1368
11 C -0.3546
12 O 0.1546
13 O 0.0849
14 C -0.0348
15 C -0.1160
16 N -0.0399
17 C -0.0055
18 C 0.0459
19 N -0.0704
20 C 0.0166
21 C 0.0059
22 H 0.0536
23 H 0.0607
24 H 0.0652
25 H 0.1250
26 H 0.0794
27 H 0.1145
28 H 0.1386
29 H 0.1437
30 H 0.1178
31 H 0.0941
32 H 0.1092
33 C -0.0437
34 C -0.1655
35 N -0.0347
36 C 0.0090
37 C -0.0261
38 N -0.1081
39 C 0.1013
40 C 0.0244
41 H 0.0596
42 H 0.0604
43 H 0.0904
44 H 0.1263
45 H 0.1139
46 H 0.1278
47 H 0.1419
48 H 0.1702
49 H 0.1157
50 H 0.1090
51 H 0.1040
52 C -0.0636
53 C -0.1773
54 N -0.0540
55 C -0.0336
56 C -0.0148
57 N -0.0241
58 C 0.0666
59 C 0.0189
60 H 0.0668
61 H 0.0746
62 H 0.0454
63 H 0.1156
64 H 0.1363
65 H 0.1375
66 H 0.1251
67 H 0.1287
68 H 0.1156
69 H 0.0886
70 H 0.0998
71 C -0.0621
72 C -0.1788
73 N -0.0387
74 C -0.0173
75 C -0.0125
76 N -0.0380
77 C 0.0384
78 C 0.0160
79 H 0.0886
80 H 0.0908
81 H 0.0703
82 H 0.1372
83 H 0.1194
84 H 0.1271
85 H 0.1128
86 H 0.1438
87 H 0.1213
88 H 0.0938
89 H 0.0948
90 C -0.0613
91 C -0.1623
92 N -0.0557
93 C -0.0069
94 C -0.0025
95 N -0.0622
96 C 0.0475
97 C 0.0008
98 H 0.0709
99 H 0.0326